Below is a molecular structure, C54H47FLaN13OPS in a non-equilibrium geometry, with properties calculated with ωB97M-V/def2-TZVPD.

Last column: Löwdin charge in e.
CARTESIAN COORDINATES (ANGSTROEM)
La: -1.03705 0.68835 0.48069  1.68
C: -1.28140 -4.94282 -1.50732  -0.07
N: -1.60249 -3.53178 -1.41868  -0.11
C: -1.57494 -2.73369 -0.35113  -0.14
N: -1.98258 -1.52424 -0.68404  -0.03
C: -2.23142 -1.63875 -2.01922  -0.18
N: -2.01345 -2.83882 -2.49737  0.13
C: 0.19619 -5.23875 -1.64560  -0.20
C: 0.71459 -6.38318 -1.05191  -0.05
C: 2.04189 -6.73658 -1.24722  -0.06
C: 2.85650 -5.95757 -2.04868  -0.02
C: 2.34407 -4.80100 -2.63105  -0.14
C: 1.01794 -4.43318 -2.42125  0.04
C: 3.20497 -4.00499 -3.49733  -0.29
N: 4.14614 -4.43292 -4.27435  0.12
N: 4.66730 -3.33720 -4.90903  0.12
C: 4.01373 -2.30676 -4.48090  -0.28
O: 3.06328 -2.66157 -3.57857  0.14
C: 4.23020 -0.89926 -4.78655  -0.13
C: 4.76764 -0.50629 -6.00915  -0.01
C: 4.97488 0.83862 -6.25774  -0.05
C: 4.67574 1.78769 -5.28938  -0.02
C: 4.16775 1.39533 -4.05983  -0.20
C: 3.88029 2.40520 -2.97289  -0.07
N: 2.49729 2.34488 -2.53854  -0.12
C: 1.99922 1.85893 -1.40001  -0.15
N: 0.68283 1.95496 -1.40702  0.02
C: 0.42296 2.52188 -2.61903  -0.17
N: 1.49642 2.76347 -3.33268  0.14
C: 3.92626 0.05127 -3.81747  0.03
H: -1.80812 -5.31774 -2.38449  0.14
H: -1.67848 -5.44961 -0.62847  0.13
H: -1.23349 -3.04726 0.62162  0.12
H: -2.56763 -0.81989 -2.63452  0.11
H: 0.07404 -7.01336 -0.44522  0.12
H: 2.44071 -7.62189 -0.77009  0.11
H: 3.88467 -6.23232 -2.24205  0.12
H: 0.62815 -3.53644 -2.88769  0.13
H: 5.00625 -1.25699 -6.75022  0.12
H: 5.37055 1.15543 -7.21336  0.11
H: 4.83948 2.83927 -5.49114  0.12
H: 4.08540 3.41463 -3.32496  0.13
H: 4.49868 2.20055 -2.09885  0.14
H: 2.60966 1.43947 -0.61484  0.13
H: -0.56535 2.75063 -2.98027  0.10
H: 3.51029 -0.26975 -2.86882  0.13
C: -0.57571 4.52873 5.42014  -0.08
C: -1.06686 3.24995 5.21208  -0.07
C: -1.19905 2.75162 3.92680  -0.04
C: -0.84600 3.53765 2.83383  -0.27
C: -0.36111 4.83038 3.04749  -0.03
C: -0.21743 5.31645 4.33233  -0.07
N: -1.11795 3.01786 1.53874  -0.08
N: -1.27632 3.92437 0.67802  0.08
C: -1.82057 3.61963 -0.56120  -0.37
C: -2.04005 4.75233 -1.36280  -0.02
C: -2.74126 4.63718 -2.54454  -0.08
C: -3.26564 3.39750 -2.89423  -0.08
C: -3.01892 2.27912 -2.10215  -0.16
C: -2.25611 2.31648 -0.93087  -0.30
H: -0.47389 4.91509 6.42592  0.11
H: -1.36476 2.64293 6.05773  0.11
H: -1.62138 1.76571 3.76631  0.06
H: -0.10116 5.43198 2.18837  0.11
H: 0.16186 6.31690 4.49365  0.11
H: -1.66350 5.71059 -1.02513  0.11
H: -2.90059 5.49826 -3.17956  0.11
H: -3.86110 3.30311 -3.79530  0.11
H: -3.44990 1.33453 -2.43032  0.07
C: -3.71841 -3.48923 2.62191  -0.04
N: -4.39099 -2.52602 1.77676  -0.12
C: -5.43512 -2.76804 0.90939  -0.03
C: -5.76690 -1.60116 0.33992  -0.03
N: -4.92593 -0.61981 0.85728  0.03
C: -4.05384 -1.20878 1.74481  -0.70
S: -2.79022 -0.57127 2.64785  0.60
C: -5.10520 0.77598 0.65065  -0.26
C: -6.20556 1.24479 -0.06139  0.01
C: -6.40819 2.61144 -0.12769  -0.04
C: -5.52925 3.45526 0.53218  -0.03
C: -4.44662 2.88621 1.17557  -0.12
N: -4.21617 1.57580 1.20961  0.09
H: -4.08556 -4.48688 2.39440  0.10
H: -3.89943 -3.26061 3.67129  0.10
H: -2.64419 -3.42900 2.45398  0.06
H: -5.85978 -3.74661 0.77256  0.13
H: -6.52456 -1.39919 -0.39189  0.12
H: -6.89989 0.56906 -0.53739  0.10
H: -7.25774 2.99995 -0.67241  0.12
H: -5.67263 4.52635 0.54173  0.11
H: -3.72204 3.50399 1.69265  0.11
F: 0.51144 -0.53101 -0.14342  -0.61
C: 0.51030 -1.23098 4.47746  -0.25
P: 0.66788 -0.35438 2.86689  0.92
C: 1.71448 1.08355 3.29040  -0.40
C: 1.97122 1.96940 2.24339  -0.16
C: 2.75371 3.09377 2.43260  -0.07
C: 3.28644 3.35095 3.68857  -0.07
C: 3.02181 2.48851 4.74046  -0.06
C: 2.24006 1.35765 4.54537  -0.07
C: 1.90232 -1.46438 2.07332  -0.38
C: 1.47188 -2.75478 1.76215  -0.12
C: 2.26421 -3.60831 1.01472  -0.07
C: 3.50837 -3.18228 0.57022  -0.07
C: 3.96397 -1.91986 0.91336  -0.07
C: 3.16710 -1.06127 1.65990  -0.08
H: -0.04811 -0.61784 5.18600  0.04
H: 1.50398 -1.45175 4.86325  0.05
H: -0.03295 -2.16228 4.32690  0.03
H: 1.54449 1.75656 1.26714  0.05
H: 2.95110 3.77016 1.60969  0.11
H: 3.90900 4.22121 3.85021  0.11
H: 3.42916 2.68954 5.72315  0.11
H: 2.04929 0.69993 5.38303  0.10
H: 0.49602 -3.08533 2.10702  0.09
H: 1.92312 -4.60602 0.76502  0.09
H: 4.12003 -3.83564 -0.03909  0.10
H: 4.94562 -1.59449 0.59067  0.11
H: 3.53013 -0.07718 1.92116  0.10

Results
spin multiplicity = 1
total charge = +1
HOMO = -10.205 eV
energy relative to the best compared isomer or geometry (same formula, charge and spin) = 6.0 kcal per mole
LUMO = -2.86 eV

***

Below is a molecular structure, C54H47FN6O4S4W in a non-equilibrium geometry, with properties calculated with ωB97M-V/def2-TZVPD.

Last column: Löwdin spin population.
CARTESIAN COORDINATES (ANGSTROEM)
W: 0.35328 0.19989 -1.03846  0.80
N: -1.23966 1.33618 -1.64397  0.02
S: -2.39128 2.05777 -1.03413  0.01
N: -2.07378 2.83003 0.34300  0.01
S: -1.30514 1.87398 1.36628  0.02
N: -0.59523 0.68176 0.78784  0.05
S: 2.21180 0.33605 1.71683  0.16
N: 1.91929 0.48945 0.17870  0.67
C: 3.14763 -1.19821 1.92656  0.04
C: 2.35875 -2.32025 2.14493  0.00
C: 2.96680 -3.54750 2.35135  0.00
C: 4.35339 -3.63620 2.34821  0.00
C: 5.12803 -2.50699 2.12317  0.00
C: 4.53013 -1.27380 1.90807  0.00
C: 3.41127 1.61105 2.13504  0.01
C: 4.12408 1.52186 3.32194  0.00
C: 4.95581 2.57246 3.67687  0.00
C: 5.03442 3.70400 2.87561  0.00
C: 4.27962 3.79439 1.71333  0.00
C: 3.45551 2.74455 1.34150  0.00
C: -0.35021 3.04492 2.32282  0.00
C: 0.20773 2.57494 3.50399  0.00
C: 0.88674 3.45889 4.32427  0.00
C: 0.99209 4.79490 3.95903  0.00
C: 0.43362 5.25044 2.77272  0.00
C: -0.24760 4.37296 1.94182  0.00
C: -2.49329 1.32248 2.57580  0.00
C: -2.55721 -0.02634 2.87867  0.00
C: -3.46590 -0.44893 3.83707  0.00
C: -4.28724 0.47703 4.46630  0.00
C: -4.20160 1.82887 4.15344  0.00
C: -3.29622 2.26394 3.20065  0.00
C: -3.07147 3.35016 -2.04119  0.00
C: -2.97697 3.21596 -3.41666  0.00
C: -3.54542 4.19381 -4.21510  0.00
C: -4.19665 5.27316 -3.63091  0.00
C: -4.25653 5.40506 -2.24941  0.00
C: -3.68895 4.43682 -1.43779  0.00
C: -3.74602 0.95003 -0.62190  0.00
C: -3.55664 -0.40749 -0.80770  0.00
C: -4.54127 -1.28976 -0.38974  0.00
C: -5.69017 -0.80391 0.21978  0.00
C: -5.86637 0.56266 0.40047  0.00
C: -4.89352 1.45176 -0.02529  0.00
H: 1.28142 -2.22039 2.15394  0.00
H: 2.36549 -4.42679 2.54252  0.00
H: 4.83426 -4.58405 2.55180  0.00
H: 6.20693 -2.58253 2.13188  0.00
H: 5.13840 -0.39498 1.74503  0.00
H: 4.03915 0.64704 3.95510  0.00
H: 5.52936 2.51022 4.59197  0.00
H: 5.67908 4.52203 3.16797  0.00
H: 4.32850 4.68232 1.09766  0.00
H: 2.84569 2.77588 0.44792  0.00
H: 0.08558 1.53244 3.77393  0.00
H: 1.32568 3.10946 5.24844  0.00
H: 1.50237 5.49181 4.61089  0.00
H: 0.51338 6.29474 2.50303  0.00
H: -0.69819 4.70235 1.01515  0.00
H: -1.90265 -0.71308 2.35565  0.00
H: -3.52804 -1.49704 4.09651  0.00
H: -5.00403 0.14502 5.20549  0.00
H: -4.83698 2.54595 4.65501  0.00
H: -3.21316 3.31183 2.93755  0.00
H: -2.45701 2.36397 -3.83784  0.00
H: -3.48476 4.11907 -5.29169  0.00
H: -4.66165 6.02322 -4.25661  0.00
H: -4.74318 6.26006 -1.80103  0.00
H: -3.70173 4.52336 -0.35999  0.00
H: -2.65534 -0.75292 -1.29264  0.00
H: -4.40744 -2.35268 -0.54656  0.00
H: -6.46100 -1.48858 0.54801  0.00
H: -6.76339 0.93747 0.87458  0.00
H: -5.02498 2.51914 0.09914  0.00
O: 0.38276 -1.96282 -0.20765  0.00
C: -0.40533 -2.28656 -1.16620  0.01
O: -0.52320 -1.30844 -2.02648  0.03
C: -1.16061 -3.48610 -1.21200  0.00
C: -1.96190 -3.76951 -2.33172  0.00
C: -2.77067 -4.88896 -2.37677  0.00
C: -2.76618 -5.70909 -1.26715  0.00
O: -3.48801 -6.81896 -1.04651  0.00
C: -3.20414 -7.24379 0.28691  0.00
O: -2.19662 -6.38151 0.80568  0.00
C: -1.97070 -5.43812 -0.14567  0.00
C: -1.14468 -4.35743 -0.09319  0.00
H: -1.92803 -3.07926 -3.16435  0.00
H: -3.38959 -5.12280 -3.23152  0.00
H: -2.85574 -8.27713 0.28167  0.00
H: -4.10719 -7.16832 0.89828  0.00
H: -0.53190 -4.13605 0.76936  0.00
F: 2.78848 3.18199 -6.00877  0.00
C: 2.29508 2.62114 -4.89783  0.00
C: 2.74712 3.05751 -3.66779  0.00
C: 2.22875 2.47515 -2.52224  0.00
C: 1.26452 1.47025 -2.57501  0.00
C: 0.83662 1.06575 -3.85266  0.01
C: 1.34808 1.62006 -5.01241  0.00
H: 3.50356 3.82939 -3.62767  0.00
H: 2.60232 2.81749 -1.56380  0.00
H: 0.08062 0.29373 -3.94912  0.00
H: 1.03806 1.27452 -5.98934  0.00
C: 4.55972 -3.07440 -4.08966  0.00
N: 3.89484 -3.48600 -2.87572  0.01
C: 4.05507 -4.83426 -2.33247  0.00
C: 3.12523 -4.83760 -1.10481  0.00
N: 2.63010 -3.46421 -1.08845  0.00
C: 3.06041 -2.75581 -2.13979  0.01
S: 2.63961 -1.14519 -2.46827  0.10
H: 4.12029 -3.56636 -4.95989  0.00
H: 5.61733 -3.33475 -4.04175  0.00
H: 4.45828 -1.99852 -4.20363  0.00
H: 5.09890 -5.00415 -2.06224  0.00
H: 3.77011 -5.57909 -3.07686  0.00
H: 3.66297 -5.06594 -0.18476  0.00
H: 2.30513 -5.54814 -1.21681  0.00
H: 1.94309 -3.10493 -0.44755  0.00

Results
spin multiplicity = 3
total charge = +2
HOMO (spin up / spin down) = -11.949 / -12.440 eV
<S²> = 2.0131
energy relative to the best compared isomer or geometry (same formula, charge and spin) = 41.1 kcal per mole
LUMO (spin up / spin down) = -5.07 / -6.97 eV